# 1
{"formula": "CH2N2P2", "method": "ωB97M-V/def2-TZVPD", "elements": ["C", "N", "N", "P", "P", "H", "H"], "coordinates": [[3.24, -0.04, 0.11], [4.16, 0.58, 0.37], [-0.09, 0.07, -0.62], [-0.33, 1.60, -0.64], [1.20, -0.92, -0.75], [-1.63, 1.68, -0.17], [0.96, -1.35, 0.48]], "nbo_charge": [-0.06, -0.45, -1.22, 0.95, 0.95, -0.11, -0.06], "homo_ev": -10.32, "spin_multiplicity": 1, "e_above_lowest_kj_mol": 311.3, "gap_ev": 8.44}

---

# 2
{"formula": "C37H35N4O22", "method": "ωB97M-V/def2-TZVPD", "elements": ["N", "N", "C", "N", "C", "C", "C", "C", "C", "O", "C", "O", "N", "H", "H", "H", "H", "H", "H", "H", "H", "H", "H", "H", "H", "H", "H", "H", "C", "C", "C", "O", "C", "C", "C", "O", "O", "O", "H", "H", "H", "H", "C", "C", "C", "O", "C", "C", "C", "O", "O", "O", "H", "H", "H", "H", "C", "C", "C", "O", "C", "C", "C", "O", "O", "O", "H", "H", "H", "H", "C", "C", "C", "O", "C", "C", "C", "O", "O", "O", "H", "H", "H", "H", "C", "C", "C", "O", "C", "C", "C", "O", "O", "O", "H", "H", "H", "H"], "coordinates": [[-1.96, 1.81, 1.64], [-3.31, 1.46, 1.49], [-3.66, 0.31, 0.94], [-2.69, -0.58, 0.59], [-3.06, -1.82, -0.17], [-4.57, -2.00, -0.37], [-5.37, -1.34, 0.75], [-6.90, -1.50, 0.54], [-7.69, -0.29, 1.07], [-8.32, 0.50, 0.05], [-7.46, 1.13, -0.78], [-6.68, 2.00, -0.45], [-5.02, 0.10, 0.80], [-1.47, 1.02, 2.06], [-1.93, 2.55, 2.34], [-4.03, 2.12, 1.77], [-1.96, -0.07, 0.10], [-2.54, -1.86, -1.12], [-2.69, -2.67, 0.40], [-4.79, -3.07, -0.33], [-4.92, -1.64, -1.34], [-5.08, -1.81, 1.70], [-7.22, -2.39, 1.08], [-7.15, -1.69, -0.51], [-8.50, -0.61, 1.72], [-7.03, 0.33, 1.68], [-7.49, 0.75, -1.81], [-5.29, 0.51, -0.09], [1.71, 0.00, 1.98], [1.16, -0.96, 2.73], [1.77, -2.34, 2.84], [1.19, -3.13, 3.56], [2.98, -2.62, 2.09], [3.53, -1.65, 1.34], [2.93, -0.27, 1.24], [3.48, 0.56, 0.55], [4.62, -1.82, 0.62], [0.05, -0.79, 3.44], [1.28, 0.99, 1.91], [3.40, -3.61, 2.16], [4.82, -0.98, 0.16], [-0.11, -1.64, 3.90], [3.42, 5.17, -1.66], [4.29, 6.07, -2.16], [5.77, 5.81, -2.20], [6.47, 6.68, -2.69], [6.28, 4.56, -1.66], [5.42, 3.66, -1.16], [3.93, 3.91, -1.14], [3.22, 3.03, -0.69], [5.81, 2.51, -0.65], [3.92, 7.24, -2.65], [2.36, 5.34, -1.63], [7.34, 4.40, -1.69], [5.01, 2.04, -0.34], [4.74, 7.68, -2.94], [-0.89, -5.79, -1.86], [-0.47, -7.04, -2.16], [-1.41, -8.22, -2.17], [-0.93, -9.30, -2.47], [-2.80, -8.00, -1.84], [-3.22, -6.76, -1.55], [-2.28, -5.58, -1.55], [-2.76, -4.49, -1.28], [-4.47, -6.47, -1.23], [0.78, -7.33, -2.45], [-0.23, -4.94, -1.85], [-3.47, -8.85, -1.84], [-4.49, -5.51, -1.08], [0.81, -8.29, -2.63], [-3.30, 5.18, 1.62], [-3.28, 6.52, 1.47], [-4.54, 7.31, 1.16], [-4.41, 8.51, 1.06], [-5.78, 6.59, 1.01], [-5.80, 5.26, 1.16], [-4.54, 4.47, 1.49], [-4.65, 3.25, 1.61], [-6.89, 4.53, 1.03], [-2.19, 7.25, 1.58], [-2.40, 4.62, 1.85], [-6.67, 7.16, 0.77], [-6.63, 3.60, 1.18], [-2.47, 8.18, 1.43], [8.53, -1.49, 0.46], [7.93, -1.14, -0.68], [8.45, -1.56, -2.04], [7.81, -1.20, -3.00], [9.66, -2.35, -2.10], [10.27, -2.70, -0.96], [9.73, -2.30, 0.40], [10.35, -2.69, 1.38], [11.38, -3.42, -0.91], [6.83, -0.40, -0.75], [8.16, -1.20, 1.43], [10.04, -2.64, -3.07], [11.60, -3.53, 0.04], [6.63, -0.30, -1.70]], "lowdin_charge": [0.11, 0.05, -0.29, 0.11, -0.14, -0.13, -0.29, -0.09, -0.15, -0.02, -0.30, 0.07, 0.08, 0.08, 0.09, 0.01, 0.15, 0.12, 0.11, 0.11, 0.13, 0.16, 0.13, 0.13, 0.13, 0.12, 0.16, 0.12, 0.07, -0.24, -0.32, 0.11, 0.08, -0.22, -0.29, 0.11, 0.12, 0.09, 0.13, 0.14, 0.10, 0.12, 0.07, -0.24, -0.31, 0.11, 0.08, -0.23, -0.31, 0.09, 0.11, 0.12, 0.13, 0.14, 0.09, 0.12, 0.07, -0.23, -0.30, 0.13, 0.08, -0.23, -0.30, 0.06, 0.12, 0.14, 0.13, 0.14, 0.10, 0.13, 0.08, -0.21, -0.30, 0.14, 0.09, -0.21, -0.22, 0.07, 0.13, 0.15, 0.12, 0.14, 0.10, 0.13, 0.08, -0.23, -0.31, 0.11, 0.08, -0.23, -0.31, 0.12, 0.13, 0.08, 0.14, 0.14, 0.12, 0.12], "homo_ev": -11.00, "spin_multiplicity": 1, "total_charge": 1, "gap_ev": 6.78}

---

# 3
{"formula": "C4H8N2OS", "method": "ωB97M-V/def2-TZVPD", "elements": ["C", "C", "C", "N", "S", "C", "N", "O", "H", "H", "H", "H", "H", "H", "H", "H"], "coordinates": [[-1.70, -1.53, -0.06], [-0.59, -0.73, 0.05], [-0.65, 0.79, 0.02], [-1.96, 1.21, 0.08], [1.01, -1.40, -0.32], [2.05, -0.56, 0.87], [2.98, 0.30, 0.45], [2.98, 0.74, -0.83], [-2.70, -1.03, -0.05], [-1.55, -2.67, -0.48], [0.00, 1.23, 0.83], [-0.21, 1.19, -0.85], [-2.39, 1.14, -0.87], [-1.94, 2.14, 0.43], [2.28, -0.94, 1.99], [2.41, 0.12, -1.27]], "nbo_charge": [-0.40, -0.17, -0.27, -0.83, 0.20, -0.23, -0.07, -0.51, 0.23, 0.22, 0.21, 0.19, 0.36, 0.37, 0.24, 0.45], "smiles": "C=C(CN)S/C=N\\O", "homo_ev": -9.19, "spin_multiplicity": 1, "e_above_lowest_kj_mol": 399.2, "gap_ev": 9.68}

---

# 4
{"formula": "C13H12Cl32FNNbO2", "method": "ωB97M-V/def2-TZVPD", "elements": ["C", "C", "C", "Nb", "C", "O", "N", "C", "O", "F", "H", "H", "H", "H", "H", "H", "H", "H", "H", "H", "H", "H", "C", "Cl", "Cl", "Cl", "Cl", "C", "Cl", "Cl", "Cl", "Cl", "C", "Cl", "Cl", "Cl", "Cl", "C", "Cl", "Cl", "Cl", "Cl", "C", "Cl", "Cl", "Cl", "Cl", "C", "Cl", "Cl", "Cl", "Cl", "C", "Cl", "Cl", "Cl", "Cl", "C", "Cl", "Cl", "Cl", "Cl"], "coordinates": [[-0.12, 2.30, 0.82], [0.22, 2.54, -0.66], [1.66, 3.05, -0.88], [3.20, 1.41, -0.48], [2.93, 0.54, -2.61], [3.94, -0.04, -3.03], [1.76, 0.59, -3.48], [1.16, -0.55, -3.98], [0.10, -0.63, -4.58], [1.91, -1.67, -3.74], [0.60, 2.83, 1.44], [-0.10, 1.24, 1.04], [-1.12, 2.69, 1.05], [-0.48, 3.28, -1.08], [0.06, 1.61, -1.21], [1.85, 3.89, -0.21], [1.76, 3.41, -1.91], [1.97, 0.09, -0.08], [4.53, 0.33, 0.18], [4.55, 2.58, -0.97], [3.02, 2.00, 1.24], [1.04, 1.20, -3.10], [0.83, -5.67, -2.81], [-0.13, -5.11, -1.43], [0.24, -4.89, -4.28], [2.52, -5.29, -2.53], [0.64, -7.43, -2.98], [-4.69, 3.71, 0.66], [-5.92, 3.25, -0.52], [-5.34, 4.95, 1.73], [-4.24, 2.30, 1.62], [-3.27, 4.33, -0.17], [0.77, 5.66, 3.13], [1.65, 6.45, 1.82], [1.58, 4.17, 3.57], [0.70, 6.77, 4.52], [-0.87, 5.30, 2.59], [-6.66, 0.50, 4.65], [-7.02, 2.04, 3.86], [-7.30, 0.53, 6.30], [-7.42, -0.81, 3.75], [-4.92, 0.25, 4.70], [3.54, -3.31, 1.96], [5.24, -2.96, 2.26], [3.35, -4.17, 0.42], [2.92, -4.36, 3.26], [2.62, -1.82, 1.89], [-2.24, -10.73, -3.45], [-0.48, -10.59, -3.29], [-2.63, -11.58, -4.95], [-2.88, -11.63, -2.07], [-2.95, -9.11, -3.48], [-3.81, -1.87, -3.97], [-3.36, -1.13, -5.50], [-2.78, -3.27, -3.65], [-3.63, -0.70, -2.66], [-5.50, -2.40, -4.05], [5.40, 5.19, 5.06], [6.83, 6.23, 5.15], [5.26, 4.27, 6.56], [3.96, 6.18, 4.86], [5.54, 4.09, 3.70]], "nbo_charge": [-0.62, -0.41, -0.90, 1.61, 0.29, -0.56, -0.72, 0.97, -0.61, -0.33, 0.21, 0.22, 0.19, 0.18, 0.18, 0.21, 0.21, -0.43, -0.35, -0.42, -0.34, 0.41, -0.23, 0.06, 0.07, 0.07, 0.03, -0.23, 0.05, 0.04, 0.07, 0.07, -0.23, 0.06, 0.09, 0.03, 0.06, -0.23, 0.06, 0.05, 0.05, 0.06, -0.23, 0.05, 0.04, 0.02, 0.11, -0.23, 0.06, 0.05, 0.05, 0.07, -0.23, 0.07, 0.06, 0.06, 0.03, -0.23, 0.04, 0.04, 0.06, 0.09], "homo_ev": -5.49, "spin_multiplicity": 1, "total_charge": -1, "gap_ev": 6.89}

---

# 5
{"formula": "CH6N3O", "method": "ωB97M-V/def2-TZVPD", "elements": ["C", "N", "N", "N", "O", "H", "H", "H", "H", "H", "H"], "coordinates": [[0.52, 0.05, 0.12], [1.53, 0.78, -0.10], [0.43, -1.25, 0.12], [-1.13, 0.87, 0.08], [-2.03, -0.13, -0.04], [2.37, 0.38, -0.41], [1.31, 1.80, 0.09], [1.11, -1.91, 0.01], [-0.54, -1.52, 0.13], [-1.38, 1.22, 1.08], [-2.19, -0.30, -1.07]], "nbo_charge": [0.63, -0.73, -0.74, -0.26, -0.54, 0.43, 0.46, 0.43, 0.43, 0.39, 0.50], "homo_ev": -14.95, "spin_multiplicity": 1, "total_charge": 1, "e_above_lowest_kj_mol": 205.8, "gap_ev": 11.19}

---

# 6
{"formula": "CH6N2O3S", "method": "ωB97M-V/def2-TZVPD", "elements": ["H", "N", "C", "S", "O", "O", "O", "H", "H", "N", "H", "H", "H"], "coordinates": [[-0.14, -2.32, 1.39], [0.37, -1.68, 0.80], [-0.30, -1.05, -0.04], [0.49, 0.26, -1.03], [1.35, 1.16, -0.37], [-0.60, 0.72, -1.82], [1.45, -0.65, -2.00], [-1.30, -1.16, -0.32], [2.23, -0.75, -1.48], [-0.98, 1.17, 1.46], [0.02, 1.06, 1.16], [-1.47, 1.14, 0.50], [-1.12, 2.11, 1.76]], "nbo_charge": [0.37, -0.55, -0.11, 2.29, -0.91, -0.92, -0.86, 0.20, 0.50, -1.08, 0.37, 0.35, 0.37], "smiles": "[H]/N=C/S(=O)(=O)O.N", "homo_ev": -10.30, "spin_multiplicity": 1, "e_above_lowest_kj_mol": 100.3, "gap_ev": 10.42}

---

# 7
{"formula": "C25H38CoF3N6O2PS2", "method": "ωB97M-V/def2-TZVPD", "elements": ["Co", "C", "N", "C", "C", "N", "C", "C", "N", "C", "C", "N", "C", "N", "C", "C", "C", "N", "C", "H", "H", "H", "H", "H", "H", "H", "H", "H", "H", "H", "H", "H", "H", "H", "H", "H", "H", "H", "H", "H", "H", "H", "H", "C", "C", "O", "P", "S", "S", "O", "C", "C", "H", "H", "H", "H", "H", "H", "H", "H", "H", "H", "F", "C", "F", "F", "C", "C", "C", "C", "C", "C", "C", "C", "H", "H", "H", "H"], "coordinates": [[-0.89, 0.08, -0.04], [-1.55, -4.44, 0.60], [-2.62, -3.54, 1.03], [-4.02, -3.91, 0.82], [-4.64, -2.65, 0.23], [-3.69, -1.64, 0.63], [-3.90, -0.24, 0.31], [-2.48, -2.19, 0.89], [-1.39, -1.50, 1.04], [-0.24, -2.04, 1.74], [0.50, -0.85, 2.31], [0.73, 0.07, 1.19], [1.81, 0.81, 1.19], [2.42, 1.24, 0.06], [2.06, 0.86, -1.29], [3.50, 2.15, 0.34], [3.77, 1.89, 1.82], [2.52, 1.29, 2.26], [2.15, 1.30, 3.65], [-2.00, -5.26, 0.04], [-1.00, -4.86, 1.44], [-0.88, -3.92, -0.08], [-4.49, -4.20, 1.76], [-4.08, -4.75, 0.13], [-5.62, -2.43, 0.65], [-4.72, -2.69, -0.86], [-3.68, -0.03, -0.74], [-3.27, 0.37, 0.95], [-4.94, 0.01, 0.51], [0.43, -2.58, 1.06], [-0.54, -2.72, 2.55], [1.44, -1.17, 2.77], [-0.13, -0.41, 3.09], [1.67, -0.16, -1.29], [2.96, 0.90, -1.90], [1.30, 1.51, -1.72], [3.20, 3.19, 0.17], [4.36, 1.93, -0.29], [3.97, 2.81, 2.38], [4.61, 1.20, 1.98], [2.49, 2.24, 4.09], [2.59, 0.48, 4.22], [1.07, 1.27, 3.75], [-0.18, -1.31, -5.42], [-0.83, -0.31, -4.48], [-0.25, -0.39, -3.17], [-0.89, -1.16, -1.90], [-2.79, 1.87, -2.76], [-2.42, -2.26, -2.45], [0.37, -2.12, -1.48], [0.86, -3.11, -2.40], [1.80, -4.04, -1.66], [-0.57, -1.18, -6.43], [-0.40, -2.33, -5.10], [0.90, -1.17, -5.45], [-1.90, -0.49, -4.41], [-0.67, 0.71, -4.81], [1.38, -2.61, -3.22], [0.01, -3.66, -2.82], [2.62, -3.48, -1.22], [2.21, -4.79, -2.34], [1.27, -4.56, -0.86], [1.28, 6.42, 3.60], [1.98, 5.91, 2.57], [2.48, 6.93, 1.87], [3.04, 5.27, 3.13], [1.17, 4.97, 1.74], [0.39, 4.00, 2.37], [-0.30, 3.07, 1.62], [-0.24, 3.07, 0.22], [0.52, 4.07, -0.39], [1.22, 5.00, 0.35], [-0.95, 2.09, -0.56], [-1.73, 1.99, -1.57], [0.32, 3.99, 3.45], [-0.92, 2.33, 2.12], [0.57, 4.10, -1.48], [1.81, 5.76, -0.14]], "mulliken_spin": [1.03, 0.00, 0.00, 0.00, 0.00, -0.01, 0.04, -0.01, -0.02, -0.01, 0.03, -0.02, 0.00, 0.00, 0.00, 0.00, 0.00, 0.00, 0.00, 0.00, 0.00, 0.00, 0.00, 0.00, 0.00, 0.00, -0.01, -0.01, 0.00, 0.00, 0.00, 0.00, 0.00, 0.00, 0.00, 0.00, 0.00, 0.00, 0.00, 0.00, 0.00, 0.00, 0.00, 0.00, 0.00, 0.00, 0.01, -0.01, 0.00, -0.01, 0.00, 0.00, 0.00, 0.00, 0.00, 0.00, 0.00, 0.00, 0.00, 0.00, 0.00, 0.00, 0.00, 0.00, 0.00, 0.00, 0.00, 0.00, 0.00, 0.03, -0.01, 0.00, -0.02, 0.01, 0.00, -0.01, 0.00, 0.00], "homo_ev": [-7.10, -7.12], "spin_multiplicity": 2, "e_above_lowest_kj_mol": 61.6, "gap_ev": [7.24, 7.58], "s2": 0.8618}

---

Number 1: maximum force 3.85 eV/Å, E -22623.730 eV. Number 2: maximum force 4.28 eV/Å, E -89932.258 eV. Number 3: maximum force 3.55 eV/Å, E -20136.697 eV. Number 4: maximum force 2.49 eV/Å, E -424239.297 eV. Number 5: maximum force 4.51 eV/Å, E -7642.453 eV. Number 6: maximum force 3.01 eV/Å, E -21090.494 eV. Number 7: maximum force 0.89 eV/Å, E -116318.188 eV.